# C14H25BrN4O4P

The ion C14H25BrN4O4P with charge +1 (the ωB97M-V functional and the def2-TZVPD basis, OMol25).

Last column: Löwdin charge in e.
CARTESIAN COORDINATES (ANGSTROEM)
C -5.40623 -0.80548 0.87499  0.12
C -4.89078 -0.12227 0.03191  -0.14
C -4.23737 0.59749 -1.06733  -0.18
C -2.73522 0.24375 -1.13561  -0.16
C -1.75589 1.32925 -0.63809  -0.13
C -1.19681 1.09705 0.77625  -0.40
P -2.36584 1.66504 2.11102  0.48
O -1.56067 2.35404 3.13045  -0.25
O -3.50492 2.58202 1.48817  -0.09
O -3.15701 0.42527 2.67685  -0.09
C -0.71342 -0.37437 1.04309  -0.05
N 0.50353 -0.17023 1.84226  0.00
C 1.59803 -1.15514 1.75558  -0.14
C 2.12333 -1.33311 0.32787  -0.16
C 3.35255 -0.45046 0.05042  -0.16
C 3.76538 -0.36367 -1.43079  -0.18
N 2.64431 -0.37843 -2.37687  0.03
C 2.25857 -1.60229 -2.93626  -0.53
C 3.29486 -2.30834 -3.77582  0.01
O 1.13411 -2.03244 -2.78888  0.06
C 0.73616 1.15652 1.91013  -0.42
N 1.41364 1.81105 2.80776  -0.30
Br 2.22910 1.03900 4.25776  0.91
N 0.04125 1.86342 0.92327  0.10
H -5.70602 -1.42938 1.68500  0.05
H -4.73746 0.29383 -1.98780  0.12
H -4.40583 1.66835 -0.95154  0.11
H -2.48732 0.03285 -2.17568  0.12
H -2.59329 -0.70313 -0.61461  0.10
H -0.93246 1.38855 -1.35554  0.12
H -2.24808 2.30062 -0.66887  0.11
H -3.19847 3.50027 1.45416  0.11
H -3.43000 -0.23258 2.01623  0.05
H -0.56481 -0.86125 0.07846  0.12
H -1.39253 -0.97121 1.64625  0.13
H 2.42374 -0.86807 2.40150  0.06
H 1.23044 -2.10313 2.14853  0.13
H 2.44717 -2.37278 0.24049  0.13
H 1.34507 -1.21327 -0.42182  0.07
H 4.17861 -0.92150 0.58942  0.12
H 3.25101 0.54741 0.49273  0.10
H 4.31192 0.56932 -1.58733  0.12
H 4.47260 -1.15520 -1.66915  0.12
H 1.81837 0.08568 -2.02148  0.11
H 3.88187 -3.00026 -3.17153  0.09
H 2.79904 -2.83831 -4.58284  0.09
H 3.98148 -1.57697 -4.20144  0.09
H 1.40719 2.82055 2.72846  0.13
H 0.57712 1.97196 0.07024  0.15

As for the total charge: +1. The LUMO energy is -3.6301 eV.

---

# C21H29AuN6O2PS2

A structure of composition C21H29AuN6O2PS2 (the ωB97M-V functional and the def2-TZVPD basis, OMol25).

Last column: Löwdin charge in e.
CARTESIAN COORDINATES (ANGSTROEM)
Au 0.60304 1.35637 -0.95078  0.82
N 0.01604 -4.39643 5.04072  0.12
C 0.13284 -3.19193 4.43442  -0.32
C -1.00536 -2.54273 3.92332  -0.02
C -0.87386 -1.34343 3.25662  -0.08
C 0.38174 -0.78043 3.09642  -0.30
C 1.51584 -1.39373 3.60482  -0.06
C 1.39494 -2.59443 4.26782  -0.01
S 0.50354 0.78677 2.25782  0.61
O -0.79666 1.13207 1.74212  -0.35
O 1.19974 1.73257 3.06962  -0.25
N 1.34344 0.48247 0.86812  -0.23
C 2.65174 0.40977 0.67642  -0.53
N 3.03664 0.83807 -0.54608  0.05
C 4.29864 0.74767 -0.89248  -0.11
C 5.25534 0.22577 -0.03238  -0.03
C 4.78104 -0.19003 1.20502  -0.10
N 3.51284 -0.11653 1.54542  0.14
H -0.89436 -4.76573 5.24902  0.10
H 0.80874 -4.81533 5.49302  0.11
H -1.97766 -2.98853 4.06642  0.11
H -1.72476 -0.81963 2.85172  0.10
H 2.47434 -0.92083 3.45762  0.09
H 2.26174 -3.08453 4.68522  0.11
H 4.54664 1.11547 -1.88258  0.12
H 6.29114 0.14797 -0.30848  0.10
H 5.43484 -0.62743 1.94872  0.12
C -2.79396 -0.46333 -0.09548  -0.13
C -1.70116 -1.50213 -0.31758  -0.34
P -0.35486 -0.84763 -1.38028  0.99
C -0.98476 -0.81143 -3.10648  -0.39
C -1.28426 -2.16803 -3.73028  -0.12
C 1.03534 -2.05353 -1.28958  -0.35
C 0.65324 -3.52033 -1.10908  -0.11
H -3.54836 -0.86153 0.58142  0.09
H -3.27586 -0.18933 -1.03248  0.07
H -2.36626 0.43057 0.35732  0.04
H -2.10146 -2.40133 -0.79718  0.10
H -1.24326 -1.77453 0.63652  0.07
H -0.22326 -0.28053 -3.68708  0.05
H -1.87766 -0.17873 -3.08208  0.09
H -0.37696 -2.76093 -3.81848  0.07
H -1.68246 -2.01473 -4.73058  0.09
H -2.02066 -2.72553 -3.15538  0.07
H 1.64544 -1.72833 -0.44198  0.06
H 1.62304 -1.90173 -2.20068  0.10
H 0.15574 -3.67803 -0.15568  0.08
H 1.56034 -4.12153 -1.11768  0.09
H 0.00344 -3.87593 -1.90338  0.06
C -3.65136 4.71927 -0.92268  -0.02
C -2.41606 4.86347 -1.74148  -0.33
C -2.04206 6.10127 -2.27918  0.01
C -0.87416 6.11427 -3.02338  -0.11
N -0.15466 5.02917 -3.20838  0.05
C -0.57116 3.89047 -2.67728  -0.83
S 0.35794 2.47387 -3.02198  0.66
N -1.67836 3.78727 -1.95528  0.09
H -4.33296 5.54217 -1.11558  0.08
H -3.37676 4.72737 0.13202  0.09
H -4.14206 3.77417 -1.13678  0.08
H -2.63786 6.98507 -2.12218  0.11
H -0.49376 7.01757 -3.47938  0.12

As for the total charge: +1. The LUMO energy (alpha / beta) is -5.8494 / -5.8480 eV.

---

# C33H74Br2N7O4

A structure of composition C33H74Br2N7O4 (the ωB97M-V functional and the def2-TZVPD basis, OMol25).

Last column: Löwdin charge in e.
CARTESIAN COORDINATES (ANGSTROEM)
C -1.12226 3.00827 -2.95353  -0.11
O -0.97577 2.17148 -1.82508  -0.21
C -1.55823 0.86488 -1.93439  -0.20
C -0.76603 -0.02773 -1.08363  -0.21
N -1.14048 -1.39997 -1.30188  -0.01
H -0.61399 -1.94668 -0.57679  -0.05
H -2.14307 -1.55247 -1.08005  0.07
C -0.87821 -1.94987 -2.69361  -0.07
C -2.23203 -2.51890 -3.24843  -0.17
O -3.27359 -1.58796 -2.90247  -0.24
C -4.61644 -2.23551 -2.99427  -0.01
H -0.58318 3.93777 -2.75339  0.07
H -2.18259 3.23248 -3.14183  0.10
H -0.66475 2.54736 -3.87677  0.10
H -1.58412 0.53932 -2.97392  0.11
H -2.59631 0.97920 -1.62677  0.14
H -0.81517 0.28917 -0.03234  0.13
H 0.27903 -0.03345 -1.38389  0.09
H -0.05011 -2.66462 -2.66305  0.13
H -0.60891 -1.16302 -3.43336  0.12
H -2.50856 -3.41493 -2.77889  0.10
H -2.09749 -2.55339 -4.31562  0.13
H -5.21652 -1.45923 -2.53779  0.09
H -4.64298 -3.10222 -2.30572  0.09
H -4.88748 -2.46017 -4.01185  0.09
C -0.37987 -5.69906 -0.16969  -0.04
O -1.32881 -4.57002 -0.23469  -0.26
C -2.58446 -4.95232 0.21762  -0.24
C -2.73930 -5.03953 1.72469  -0.12
N -2.07333 -3.87181 2.29695  -0.03
H -1.15049 -3.81047 1.88920  0.08
H -2.54558 -2.98687 1.96917  -0.11
C -2.10426 -3.77135 3.75809  -0.11
C -1.37707 -4.87510 4.48418  -0.25
O -0.16535 -5.12381 3.89061  -0.19
C 0.55400 -6.12714 4.53928  -0.09
H -0.38732 -6.14343 0.81880  0.08
H 0.61123 -5.24592 -0.25926  0.07
H -0.65061 -6.40762 -0.97114  0.10
H -2.82970 -5.91877 -0.19535  0.13
H -3.20841 -4.12019 -0.10770  0.09
H -2.27772 -5.95282 2.11030  0.13
H -3.80290 -5.08424 1.99091  0.15
H -3.13857 -3.60926 4.01522  0.13
H -1.58749 -2.82036 3.94629  0.14
H -1.89570 -5.85185 4.61401  0.14
H -1.24378 -4.50968 5.52263  0.14
H 1.56529 -6.20722 4.14568  0.10
H 0.10043 -7.10892 4.40236  0.09
H 0.61092 -5.91831 5.62219  0.10
C -2.90061 2.65510 2.65992  -0.05
C -3.37751 1.28697 3.20672  -0.23
N -3.60160 1.23665 4.64063  -0.05
C -2.63852 1.03555 5.56741  -0.02
C -3.18179 1.14711 6.79260  0.01
N -4.51767 1.35788 6.55200  -0.07
C -4.72229 1.49278 5.26804  -0.03
C -5.57384 1.52868 7.63760  0.07
H -2.15477 3.10833 3.36265  0.09
H -3.74093 3.30862 2.58129  0.06
H -2.45025 2.70167 1.67011  0.07
H -2.64972 0.48440 3.00294  0.05
H -4.30405 0.97080 2.72558  0.07
H -1.64099 0.82997 5.26556  0.14
H -2.70563 1.15470 7.74553  0.14
H -5.63602 1.83184 4.82679  0.18
H -5.52407 2.57606 7.89387  0.10
H -5.17775 0.98831 8.50329  0.10
H -6.52795 1.14439 7.28599  0.11
C 0.23082 7.52110 -3.41740  -0.07
C 1.51054 7.23721 -2.70725  -0.16
N 1.37437 6.76227 -1.29147  -0.04
C 2.26618 5.97562 -0.67320  -0.03
C 1.93311 5.88761 0.63100  -0.03
N 0.81967 6.59268 0.73550  -0.08
C 0.48347 7.19387 -0.39764  0.00
C 0.09610 6.83617 2.08265  0.08
H 0.52034 7.68961 -4.47206  0.10
H -0.28727 8.39769 -2.95710  0.09
H -0.53257 6.69587 -3.44525  0.09
H 2.22147 8.08394 -2.68585  0.15
H 2.13255 6.47079 -3.16813  0.12
H 3.10930 5.49491 -1.16307  0.14
H 2.31965 5.30155 1.44701  0.15
H -0.28621 7.97092 -0.51672  0.19
H 0.13625 5.92139 2.65294  0.09
H -0.90718 7.21444 1.83561  0.11
H 0.67729 7.53875 2.66305  0.10
C 7.65401 -3.29472 -4.14876  -0.08
C 6.23543 -2.75153 -4.30424  -0.25
C 5.74589 -1.97711 -3.06187  -0.18
C 4.43866 -1.28660 -3.38559  -0.15
N 3.92712 -0.27389 -2.39533  -0.28
C 2.63858 0.28002 -2.95447  -0.09
C 2.48038 1.66582 -2.33150  -0.15
C 3.83468 2.00980 -1.76798  -0.16
C 4.79693 0.96477 -2.26160  -0.07
C 3.69012 -0.88744 -1.02862  0.02
H 7.77679 -3.97953 -3.31444  0.08
H 8.22543 -2.38809 -4.04017  0.07
H 7.98869 -3.74184 -5.06520  0.07
H 5.48605 -3.49841 -4.62826  0.12
H 6.22941 -2.00766 -5.12982  0.12
H 6.46315 -1.18950 -2.78511  0.12
H 5.60339 -2.67791 -2.25939  0.12
H 3.64337 -2.02881 -3.50963  0.15
H 4.40524 -0.74426 -4.33537  0.13
H 1.83812 -0.36021 -2.58919  0.11
H 2.69695 0.28897 -4.05168  0.14
H 1.69250 1.70866 -1.57722  0.10
H 2.14976 2.35515 -3.12551  0.12
H 3.73129 2.06329 -0.68729  0.12
H 4.04659 2.99923 -2.15099  0.11
H 5.58081 0.70368 -1.55404  0.14
H 5.22159 1.17784 -3.22343  0.14
H 3.02212 -1.73119 -1.16168  0.05
H 3.35289 -0.00258 -0.53410  0.08
H 4.67524 -1.17354 -0.70004  0.11
Br 1.05400 -2.21466 0.88765  -0.14
Br -3.60905 -1.40769 1.24274  0.03

As for the total charge: +3. The LUMO energy is -5.8119 eV.

---

# CH5N2O

The ion CH5N2O with charge +1 (the ωB97M-V functional and the def2-TZVPD basis, OMol25).

Last column: Löwdin charge in e.
CARTESIAN COORDINATES (ANGSTROEM)
N 0.83442 0.36077 -0.42090  0.25
C -0.60028 0.29319 0.01420  -0.28
N -1.03437 -0.83680 0.98995  0.17
O -1.23219 -0.80594 -0.47787  -0.01
H 1.13168 -0.56788 -0.76341  0.19
H 1.25069 0.74236 0.42650  0.17
H 1.11169 1.04594 -1.20569  0.22
H -1.17104 1.22530 0.37115  0.20
H -0.29061 -1.45694 1.06607  0.07

As for the total charge: +1. The LUMO energy is -4.4517 eV. The relative energy (zero: lowest compared OMol25 entry of this formula, charge and spin) comes out at 97.5 kcal/mol.

---

# C3H2N2OS

The molecule C3H2N2OS (the ωB97M-V functional and the def2-TZVPD basis, OMol25).

Last column: Löwdin charge in e.
CARTESIAN COORDINATES (ANGSTROEM)
C 0.51451 -0.39988 -0.49502  -0.19
C 1.55011 0.47046 -0.23345  -0.21
C -0.10620 1.14301 0.85195  -0.08
N -0.62773 0.06075 0.20036  -0.24
N 1.13449 1.41499 0.58207  0.03
O -3.30268 -0.56970 0.57857  -0.53
S -2.11332 -1.22994 0.01777  1.03
H 0.34465 -1.38596 -1.06768  0.11
H 2.60619 0.49627 -0.43457  0.10

As for the total charge: 0. The LUMO energy (alpha / beta) is -0.9856 / -2.2978 eV. The relative energy (zero: lowest compared OMol25 entry of this formula, charge and spin) comes out at 106.6 kcal/mol.

---

# C15H48O19P4

A cluster of 7 separate species, C15H48O19P4 in total (the ωB97M-V functional and the def2-TZVPD basis, OMol25).

Last column: Löwdin charge in e.
CARTESIAN COORDINATES (ANGSTROEM)
C -15.88120 -1.83309 1.15058  -0.08
O -17.11560 -2.23388 1.76400  -0.22
P -18.23720 -1.13913 1.96877  0.31
O -17.85488 0.01805 2.76809  -0.21
O -19.43697 -1.99805 2.52055  -0.21
C -19.33740 -2.65362 3.76839  -0.10
O -18.70476 -0.85836 0.49332  -0.21
C -19.43396 0.31799 0.16654  -0.09
H -16.03597 -0.97867 0.49379  0.08
H -15.53849 -2.68010 0.56358  0.09
H -15.16767 -1.58798 1.93253  0.09
H -19.90283 -2.11491 4.53166  0.09
H -18.30729 -2.77345 4.10334  0.09
H -19.78814 -3.64559 3.69755  0.09
H -20.34043 0.04116 -0.37376  0.09
H -18.86667 1.00689 -0.45421  0.09
H -19.76966 0.86954 1.05221  0.09
C -17.83829 -2.58705 -12.08779  -0.08
O -17.85277 -2.79360 -10.67375  -0.20
P -17.07247 -1.78841 -9.75327  0.32
O -15.62289 -1.74010 -9.92578  -0.22
O -17.80987 -0.41997 -10.04646  -0.20
C -17.40999 0.70766 -9.29497  -0.10
O -17.58465 -2.19837 -8.31809  -0.22
C -16.71573 -2.75199 -7.32586  -0.09
H -17.47794 -1.59098 -12.34561  0.09
H -18.84932 -2.69618 -12.47204  0.09
H -17.19052 -3.33023 -12.54818  0.09
H -17.46125 1.58477 -9.93472  0.09
H -16.38343 0.61516 -8.92662  0.09
H -18.06340 0.84734 -8.42964  0.08
H -16.49995 -2.01900 -6.55022  0.09
H -15.78777 -3.14398 -7.73558  0.09
H -17.22116 -3.59318 -6.85046  0.08
C -20.21805 -1.73686 -6.34492  -0.07
O -21.10815 -2.84682 -6.18581  -0.22
P -22.48222 -2.87538 -6.98442  0.29
O -23.34798 -1.73704 -6.76157  -0.20
O -23.02166 -4.29462 -6.59304  -0.20
C -23.71993 -4.43179 -5.35336  -0.08
O -22.04373 -3.06744 -8.47024  -0.19
C -21.13631 -4.10789 -8.83817  -0.07
H -20.63509 -0.91324 -6.93463  0.10
H -19.31610 -2.07599 -6.84632  0.06
H -19.99433 -1.33963 -5.35523  0.07
H -23.25333 -5.22943 -4.77428  0.08
H -24.74903 -4.71755 -5.55668  0.09
H -23.69076 -3.51911 -4.76030  0.09
H -21.05142 -4.07850 -9.92148  0.09
H -21.51112 -5.07926 -8.52432  0.09
H -20.14733 -3.89972 -8.42564  0.08
C -20.16590 -4.96070 -3.76488  -0.09
O -19.19372 -5.70739 -3.03560  -0.22
P -19.56559 -6.30894 -1.61685  0.32
O -20.95474 -6.70320 -1.45298  -0.21
O -18.54900 -7.49483 -1.51268  -0.19
C -17.15547 -7.31126 -1.79505  -0.08
O -19.00474 -5.30163 -0.53106  -0.20
C -19.89979 -4.49690 0.26304  -0.06
H -19.98471 -5.07286 -4.82988  0.09
H -20.09334 -3.88963 -3.54593  0.08
H -21.17755 -5.27099 -3.50612  0.07
H -16.60613 -7.60843 -0.90098  0.09
H -16.91505 -6.27315 -2.01050  0.06
H -16.89757 -7.97725 -2.61230  0.09
H -20.93240 -4.80006 0.09153  0.08
H -19.78506 -3.44048 0.03210  0.08
H -19.65075 -4.67943 1.30533  0.08
C -14.48726 -4.79718 -4.08888  -0.14
O -15.27932 -4.53656 -5.23613  -0.13
H -13.92759 -3.91082 -3.81302  0.08
H -15.16368 -5.08781 -3.27338  0.06
H -13.79780 -5.63589 -4.22657  0.08
H -15.62878 -5.33623 -5.63410  0.08
C -17.35711 -2.66121 -3.27880  -0.13
O -18.40125 -1.71929 -3.48237  -0.14
H -17.80407 -3.65575 -3.25839  0.06
H -16.59134 -2.61741 -4.05624  0.06
H -16.87059 -2.47927 -2.31559  0.07
H -18.01632 -0.95510 -3.93832  0.02
C -16.60796 1.60568 -5.13686  -0.12
O -17.64764 0.68772 -4.81520  -0.14
H -16.53941 1.77475 -6.21345  0.07
H -16.78472 2.56756 -4.65118  0.08
H -15.68786 1.16254 -4.77289  0.09
H -18.45668 0.90930 -5.28530  0.09

As for the total charge: 0. The LUMO energy is 0.2753 eV. The relative energy (zero: lowest compared OMol25 entry of this formula, charge and spin) comes out at 0.0 kcal/mol.

---

Among the records above, which one has the highest total charge?
C33H74Br2N7O4